one) 10
Properties=species:S:1:pos:R:3 method="wB97M-V/def2-TZVPD" gap_ev=10.17
H -1.083 1.174 0.650
O 0.940 -0.649 0.918
H 0.063 -1.283 -0.825
H -1.715 0.537 -0.882
C -1.218 0.264 0.057
C 1.337 0.470 -0.382
C 0.119 -0.362 -0.241
H -1.866 -0.431 0.603
H 2.101 -0.076 -0.954
H 1.321 0.356 1.056

---

two) 10
Properties=species:S:1:pos:R:3 method="wB97M-V/def2-TZVPD" gap_ev=10.47
H -1.419 0.602 1.293
C 0.060 -0.442 0.059
C -1.269 0.301 0.236
H -2.127 -0.325 -0.020
H 0.115 -1.424 0.517
H 0.960 -0.896 -0.931
C 1.315 0.231 -0.132
O 1.575 1.365 -0.481
H -1.304 1.222 -0.350
H 2.095 -0.634 -0.190

---

three) 10
Properties=species:S:1:pos:R:3 method="wB97M-V/def2-TZVPD" gap_ev=10.63
H 1.100 -1.150 -0.669
H 1.473 -0.666 1.054
C 0.053 0.679 0.013
O 0.166 1.873 -0.005
C -1.324 -0.068 0.017
H -1.240 -1.177 -0.499
H -1.788 -0.120 1.097
H -1.906 0.520 -0.714
H 2.196 0.362 -0.286
C 1.272 -0.253 -0.008

---

four) 10
Properties=species:S:1:pos:R:3 method="wB97M-V/def2-TZVPD" gap_ev=9.71
H -0.961 1.016 0.782
O 0.760 -0.903 0.844
H 2.293 -0.356 -0.420
H -2.034 -0.380 0.687
C 1.349 0.012 0.007
C -0.122 -0.708 -0.245
H 1.255 1.077 0.150
H 0.522 -0.543 -1.169
C -1.281 0.193 0.126
H -1.780 0.592 -0.761

---

Which structure loses on stability? one) does.

---

one) 10
Properties=species:S:1:pos:R:3 method="wB97M-V/def2-TZVPD" gap_ev="7.77 / 8.88"
H 0.066 -1.782 0.843
H -1.521 0.266 0.759
H 1.190 0.652 -0.491
H 0.133 -1.745 -1.073
H -0.382 2.314 -1.015
C 0.256 -1.345 -0.121
H 1.161 -0.001 1.091
O -1.130 1.842 -0.593
C -0.787 0.934 0.367
C 0.595 0.075 0.215

---

two) 10
Properties=species:S:1:pos:R:3 method="wB97M-V/def2-TZVPD" gap_ev=10.62
C 0.055 -0.365 -0.419
O 0.110 -1.217 -1.265
H -1.554 0.971 -0.554
C -0.458 0.978 -0.801
H -0.275 1.106 -1.951
H 0.117 -1.742 1.220
H -0.026 1.886 -0.064
C 0.484 -0.715 0.994
H 1.516 -0.881 1.055
H 0.031 -0.022 1.785

---

three) 10
Properties=species:S:1:pos:R:3 method="wB97M-V/def2-TZVPD" gap_ev=10.63
H -0.141 0.841 1.460
H -1.403 0.251 -0.367
H 1.480 0.746 0.450
H 0.081 2.106 0.266
C -0.328 0.114 -0.422
C 0.359 0.996 0.547
C -0.144 -1.438 -0.202
H 0.037 0.396 -1.454
O 0.984 -1.910 -0.151
H -0.924 -2.100 -0.128

---

Which structure loses on stability? one) does.

---

one) 7
Properties=species:S:1:pos:R:3 method="wB97M-V/def2-TZVPD" gap_ev=6.53 total_charge=-1
H -1.360 1.973 0.371
H -0.308 0.748 -0.459
H 1.643 -1.735 -1.950
S 0.906 -2.831 -1.759
H 0.180 -0.067 1.626
C -0.652 1.145 0.496
N -0.409 0.767 1.674

---

two) 7
Properties=species:S:1:pos:R:3 method="wB97M-V/def2-TZVPD" gap_ev=7.19 total_charge=-1
H 1.576 -3.132 -1.480
H -1.938 0.905 0.431
C -0.884 0.710 0.502
H -0.293 0.029 -0.157
S 1.027 -1.892 -1.371
H 0.754 1.747 0.906
N -0.241 1.633 1.169

---

three) 7
Properties=species:S:1:pos:R:3 method="wB97M-V/def2-TZVPD" gap_ev=7.19 total_charge=-1
C 1.504 -0.312 -0.846
H 1.763 -0.221 -1.905
H 0.523 -0.718 -0.613
H 1.869 -0.002 0.953
N 2.328 0.051 0.040
S -1.769 0.153 0.471
H -1.444 0.251 -0.823

---

Which structure loses on stability? two) does.